{"formula": "C42H40F12GaN4O3", "method": "wB97M-V/def2-TZVPD", "symbols": ["Ga", "C", "C", "C", "C", "C", "N", "C", "C", "C", "C", "C", "C", "C", "C", "O", "C", "F", "F", "F", "C", "F", "F", "F", "C", "C", "C", "O", "C", "F", "F", "F", "C", "F", "F", "F", "H", "H", "H", "H", "H", "H", "H", "H", "H", "H", "H", "H", "N", "C", "C", "C", "C", "C", "N", "H", "H", "H", "H", "H", "H", "C", "C", "C", "C", "C", "C", "C", "C", "C", "C", "C", "C", "O", "H", "H", "H", "H", "H", "H", "H", "H", "H", "H", "H", "H", "H", "H", "H", "H", "H", "C", "C", "C", "N", "C", "C", "H", "H", "H", "H", "H"], "positions_angstrom": [[-0.47, -0.04, -0.28], [-2.18, 6.94, 0.75], [-1.99, 5.46, 0.86], [-2.22, 4.77, 2.05], [-1.97, 3.42, 2.14], [-1.41, 2.67, 1.08], [-0.96, 1.40, 1.27], [-0.76, 1.01, 2.58], [-0.05, 1.83, 3.47], [0.18, 1.45, 4.77], [-0.28, 0.23, 5.25], [-0.02, -0.22, 6.66], [-0.95, -0.60, 4.37], [-1.20, -0.24, 3.05], [-1.94, -1.15, 2.08], [-1.30, -1.36, 0.91], [-3.35, -0.53, 1.83], [-4.30, -1.44, 1.58], [-3.35, 0.29, 0.77], [-3.80, 0.18, 2.88], [-2.18, -2.56, 2.65], [-1.04, -3.14, 3.07], [-3.02, -2.61, 3.71], [-2.68, -3.40, 1.74], [-1.38, 3.34, -0.16], [-1.63, 4.70, -0.24], [-1.05, 2.57, -1.43], [-1.32, 1.23, -1.40], [-1.87, 3.10, -2.63], [-1.42, 4.23, -3.20], [-1.96, 2.21, -3.63], [-3.15, 3.35, -2.28], [0.45, 2.81, -1.66], [0.78, 4.12, -1.71], [1.13, 2.30, -0.63], [0.96, 2.28, -2.78], [-2.11, 7.41, 1.72], [-3.16, 7.17, 0.32], [-1.42, 7.38, 0.09], [-2.59, 5.30, 2.91], [-2.19, 2.92, 3.07], [0.32, 2.77, 3.11], [0.73, 2.11, 5.43], [0.29, 0.62, 7.28], [0.78, -0.96, 6.67], [-0.91, -0.68, 7.09], [-1.29, -1.55, 4.75], [-1.50, 5.21, -1.19], [-3.38, -0.50, -2.09], [-2.76, -1.68, -2.06], [-3.35, -2.84, -2.58], [-2.68, -4.04, -2.49], [-1.44, -4.07, -1.86], [-0.93, -2.89, -1.38], [-1.54, -1.72, -1.50], [-4.26, -0.39, -2.56], [-2.85, 0.31, -1.80], [-4.32, -2.77, -3.05], [-3.11, -4.95, -2.90], [-0.88, -4.99, -1.75], [0.02, -2.86, -0.86], [5.31, -1.44, -0.59], [3.85, -0.97, -0.56], [3.80, 0.47, -1.07], [2.93, -1.85, -1.40], [3.35, -3.15, -1.62], [2.73, -3.98, -2.54], [1.77, -3.42, -3.35], [1.28, -2.13, -3.15], [0.40, -1.65, -4.29], [1.29, -1.55, -5.55], [-0.31, -0.31, -4.15], [1.72, -1.40, -2.01], [1.03, -0.36, -1.55], [5.96, -0.63, -0.26], [5.59, -1.74, -1.59], [5.48, -2.28, 0.08], [3.53, -0.97, 0.49], [4.23, 0.52, -2.08], [4.38, 1.14, -0.43], [2.78, 0.81, -1.12], [4.19, -3.55, -1.07], [3.05, -5.00, -2.68], [1.36, -4.01, -4.17], [-0.36, -2.42, -4.47], [2.11, -0.86, -5.36], [0.71, -1.17, -6.38], [1.72, -2.51, -5.84], [0.41, 0.50, -4.19], [-0.84, -0.25, -3.21], [-1.02, -0.19, -4.96], [2.78, -1.05, 3.45], [2.76, 0.25, 2.96], [1.98, 0.52, 1.84], [1.30, -0.41, 1.21], [1.38, -1.66, 1.63], [2.09, -2.03, 2.76], [3.32, -1.28, 4.35], [3.32, 1.04, 3.43], [1.93, 1.52, 1.43], [0.86, -2.39, 1.03], [2.09, -3.05, 3.09]], "homo_energy_ev": -4.193, "total_energy_ha": -5192.65193, "total_charge": -1, "gap_ha": 0.2465}